Entry 1:
8 unconnected molecules or ions with the total composition C27H48Cl4F8O6. Source: the OMol25 dataset; level of theory: the ωB97M-V functional and the def2-TZVPD basis.

Output
SMILES: FC(F)C(F)(F)COC(F)(F)C(F)F.C1CCOC1.C1CCOC1.C1CCOC1.C1CCOC1.C1CCOC1.ClCCl.ClCCl
M: 762.47 g mol⁻¹
HOMO level: -9.587 eV
Energy above the lowest of the compared OMol25 structures with the same formula, charge and spin: 0.0 kJ/mol
E: -112890.321 eV
Net charge: 0

```
93
Properties=species:S:1:pos:R:3:forces:R:3
O 13.226163 -2.220667 19.224389 0.0678 0.1112 -0.0473
C 13.250074 -13.747677 18.841685 0.6548 0.5500 1.0005
H 11.991655 -3.782116 19.791023 0.0105 0.3323 0.0830
O 17.729706 -11.167541 17.456571 -0.4846 0.1177 -0.3207
H 14.418968 -10.030047 21.751779 -0.0971 0.0312 -0.4211
H 18.255002 -8.071964 16.273789 0.2025 0.0351 0.1852
C 15.220718 -9.294843 21.674383 0.6728 0.0328 0.7980
C 14.838333 -11.420825 14.469203 0.2459 -0.3984 0.2052
F 11.366082 -14.115300 20.160744 -0.0370 -0.1457 0.2028
C 14.518949 -2.153083 18.591986 -0.3162 -0.1555 0.3511
H 15.667539 -8.894638 18.929042 -0.3087 -0.0013 0.1260
Cl 17.066008 -7.160903 14.468780 0.2176 -0.0028 0.0998
H 17.273166 -12.494791 15.934074 -0.1930 0.1424 0.1234
H 20.629627 -5.388793 19.427022 -0.3246 0.3210 0.2156
H 16.032424 -9.584112 17.378272 -0.2960 -0.2302 -0.2169
H 14.459901 -1.455408 17.756653 0.1629 0.0228 -0.0300
C 17.769856 -12.727630 19.235254 -0.3874 0.7636 -0.1396
C 18.301708 -7.687496 20.136923 0.0638 -0.3095 0.1649
C 20.360910 -7.472803 19.126620 0.1898 0.4563 -0.4111
H 19.330694 -11.295755 18.748158 0.0110 0.1718 -0.0807
Cl 19.915323 -6.902770 15.042802 0.1665 -0.0614 0.1761
C 14.033616 -7.623944 22.805588 0.3870 -0.2682 -0.5335
H 14.265774 -4.577649 20.011603 -0.0094 0.0936 0.0029
H 15.865874 -11.743109 14.232288 -0.1017 0.0978 -0.2880
H 19.467175 -6.376126 21.417276 -0.0055 0.0362 0.0358
H 10.743086 -11.642714 16.275163 -0.0760 -0.0580 -0.2257
C 13.872926 -11.012025 12.437611 0.1812 0.5978 -0.8838
H 18.115301 -5.556775 20.597884 -0.0441 -0.0682 0.1820
H 15.526891 -9.375389 14.847147 -0.0510 0.0799 0.0315
H 14.668956 -3.768279 17.111478 -0.1000 0.2577 0.0235
H 15.797887 -10.088987 23.628806 0.1368 0.0524 0.0384
H 16.872966 -12.613320 19.847101 0.1121 -0.0954 0.1412
H 13.051914 -8.105624 22.814088 -0.1546 0.3016 0.2033
F 13.719202 -13.490802 17.612838 -0.2806 -0.4024 -0.4143
H 21.122944 -7.643673 19.897929 -0.0026 -0.1180 -0.0404
O 19.261090 -8.346015 19.294170 -0.2337 0.0197 0.0191
F 9.366379 -12.814902 15.380076 0.0357 0.0627 -0.0548
C 17.396415 -13.442490 17.921993 -0.0270 -0.3091 0.4762
F 11.625589 -15.457061 18.462859 0.0025 -0.0385 0.2554
H 14.004264 -7.813323 20.604313 -0.0681 0.0655 0.1030
H 18.546899 -13.190839 19.838987 -0.0394 -0.2502 -0.1208
C 14.471180 -9.662886 12.923718 -0.1662 -0.4087 -0.0659
Cl 14.702151 -7.648403 17.208631 -0.0688 0.1774 -0.0310
C 17.848705 -12.463672 16.857226 0.5475 0.1731 -0.4114
H 15.409709 -9.496151 12.396081 0.0369 0.2044 0.1062
F 14.014939 -14.705456 19.415033 -0.0330 -0.1807 -0.1329
H 16.796284 -8.714337 23.093366 -0.0140 0.0586 -0.0030
H 17.360441 -7.584917 19.586922 0.0077 -0.0149 -0.0137
C 9.119401 -12.133744 17.588492 -0.5117 0.1473 0.0652
H 9.342495 -14.258336 17.597580 -0.1059 0.0780 -0.0912
H 15.997300 -9.632056 20.987403 -0.1407 -0.0434 -0.1402
F 7.772145 -12.306362 17.536440 -0.0037 0.0327 -0.1147
H 18.071088 -6.261520 16.351555 0.1531 -0.0865 0.2692
H 16.318321 -13.582844 17.852804 -0.0077 0.0605 0.0473
H 15.931445 -3.815363 18.290482 -0.0514 0.0241 0.2922
Cl 13.915609 -10.282484 18.196244 -0.1199 -0.1732 0.0058
C 18.235270 -11.322590 18.757587 0.3257 -1.0585 0.8956
H 14.597691 -11.884227 15.428402 -0.1049 0.1839 0.0419
C 9.659458 -11.784565 16.209597 0.4987 0.1188 0.0862
H 9.263152 -13.456266 19.170076 0.5295 -0.0637 0.1681
H 20.813198 -7.613546 18.143251 -0.0816 -0.2423 0.0356
H 13.365017 -12.832932 19.430403 -0.1331 -0.0108 0.0360
H 12.149795 -3.554626 18.050012 0.0870 0.0200 -0.0456
H 17.836325 -14.438781 17.887552 0.1636 0.1000 -0.3626
H 14.467661 -11.365822 11.581975 0.0933 -0.2662 0.2805
H 13.757527 -9.685859 14.943099 0.1751 0.2796 0.1616
H 13.795129 -8.830928 12.738597 0.0899 0.0749 -0.0368
C 18.883517 -6.323164 20.499382 -0.1421 0.3712 -0.3362
C 15.785520 -9.137170 23.093630 -0.2286 -0.4097 -0.1679
C 12.694932 -3.507454 19.002986 -0.1504 -0.6821 0.0956
H 17.887824 -10.571054 19.461963 -0.1004 0.4132 -0.4345
C 18.322326 -7.125543 15.752464 -0.6759 0.1179 -0.7000
C 9.690065 -13.396360 18.166557 -0.4076 -0.5675 -0.2468
O 11.109138 -13.332775 18.078776 -0.3292 0.4757 0.5190
C 14.871914 -3.581674 18.171387 0.1789 -0.4043 -0.5581
C 13.904746 -4.434917 18.988531 0.0010 0.1533 0.2100
F 9.348396 -11.097476 18.436489 0.2096 0.0825 -0.1461
H 13.696454 -5.422558 18.582949 0.0264 0.0717 -0.1816
O 14.878872 -8.269463 23.759030 -0.0079 0.2414 0.2065
C 14.687970 -9.913179 14.417371 -0.3986 -0.3219 0.0048
F 9.096079 -10.659211 15.729635 -0.1703 -0.0459 0.0522
H 18.900718 -12.598412 16.567302 -0.0179 -0.1717 0.1611
H 15.505806 -7.177718 21.297463 0.0663 -0.0932 -0.0607
C 15.230608 -9.146557 17.967859 0.8316 0.1992 0.1460
H 19.216395 -5.782907 18.415784 -0.0177 0.0434 0.0048
C 11.785975 -14.180652 18.883853 0.2233 -0.0419 -0.9833
C 14.689908 -7.890087 21.451006 -0.2517 0.0096 -0.2350
H 13.992004 -6.560444 23.027768 -0.2804 -0.0032 0.1689
H 12.858361 -10.931458 12.041012 -0.1123 0.0273 0.3673
H 15.208465 -1.786208 19.353542 0.0944 0.1579 -0.1498
O 13.897586 -11.906487 13.524007 0.0485 -0.2497 0.1215
H 18.137937 -8.321018 21.012616 -0.1405 0.0769 0.0223
C 19.789086 -6.071495 19.298122 0.7030 -0.4744 0.0626
```
Positions in Å, forces in eV/Å.

Entry 2:
C23H22N2O5 in the gas phase. Source: the OMol25 dataset; level of theory: the ωB97M-V functional and the def2-TZVPD basis.

Output
SMILES: O=C(COC(=O)[C@H](Cc1ccccc1)NC(=O)c1ccco1)NCc1ccccc1
M: 406.44 g mol⁻¹
HOMO level: -8.964 eV
Energy above the lowest of the compared OMol25 structures with the same formula, charge and spin: 16.8 kJ/mol
E: -37426.973 eV
Net charge: 0

```
52
Properties=species:S:1:pos:R:3:forces:R:3
C 4.207416 1.224287 -0.302183 0.0651 -0.0614 -0.0302
C 3.922163 -0.012402 -0.868552 0.1588 0.0767 -0.1125
O 1.450641 -2.624445 -1.787595 0.0858 -0.0246 -0.0704
H -2.575372 -0.415132 2.331843 -0.0960 -0.1169 -0.0363
C -4.569218 0.238876 0.790712 0.0366 -0.1045 0.0356
H -6.166334 1.439898 0.030081 -0.0568 0.0574 0.0125
H 3.572331 -0.984252 -2.748550 -0.0437 0.0603 -0.0311
O 0.433679 2.991248 0.291772 0.4241 -0.2146 -0.2335
H 5.041874 -1.984440 1.643451 0.0251 -0.0798 0.0423
C 0.819358 -2.458408 0.835857 -0.0120 -0.5957 0.2789
N 1.184257 0.912064 -1.308857 0.2322 0.0543 -0.1269
C -5.568354 -0.068008 -1.367373 -0.0769 0.0581 -0.0559
H 1.211294 -0.323027 -2.977759 0.1248 -0.0888 0.2136
C -1.741562 2.480124 0.318400 0.7412 -0.4082 -0.4262
C 4.235425 -1.164614 -0.157166 0.0689 0.0279 0.0030
N -1.407746 -1.508677 0.983296 -0.3636 0.2668 -0.2705
H 4.002767 2.131417 -0.856212 -0.0212 0.0854 -0.0783
H 5.512077 0.219946 2.646598 0.0445 0.0065 0.0771
H -1.212096 -1.046890 0.101174 0.1836 -0.0253 0.0913
C -3.703302 -0.821595 0.556547 0.0004 0.0535 -0.0248
C 3.227424 -0.107375 -2.198994 -0.1647 -0.0241 0.1130
H 4.995020 2.276406 1.384103 0.0247 0.0729 0.0356
C 1.405551 -1.546659 -1.260256 -0.0551 0.1074 -0.3867
C -4.710348 -1.127977 -1.606792 -0.0077 -0.0552 -0.0438
O -0.693684 -2.864849 2.641112 0.0538 -0.2310 0.2738
H 3.423373 0.783012 -2.799286 -0.0072 -0.0468 -0.0311
C -0.507909 -2.291123 1.586893 0.5165 0.1642 -0.3689
C -5.499334 0.612235 -0.163998 -0.0826 0.0732 -0.0109
O 1.130641 -1.331940 0.024255 -0.1353 0.1189 0.2774
H -2.285174 4.210631 1.609653 -0.1010 0.1690 0.1316
O -0.938613 0.136600 -1.349794 -0.1106 0.0520 -0.1493
C 5.071459 0.155653 1.663113 0.0335 0.0335 0.0775
H -3.010252 -2.117721 2.130094 0.0154 0.1788 -0.0149
C -1.540943 3.644796 1.088608 0.5380 0.2148 0.0563
H -4.760953 -1.662739 -2.543477 -0.0005 -0.0470 -0.0822
C -0.124522 0.971890 -0.979437 0.4150 0.2508 -0.0812
H -6.288689 0.227635 -2.115798 -0.0522 0.0219 -0.0621
H -4.516211 0.773774 1.729239 0.0351 0.0546 0.0925
H 1.839220 1.501625 -0.815847 -0.1360 0.0027 0.0388
H -3.120801 -2.333593 -0.840235 0.1023 -0.0753 -0.0406
H 4.033544 -2.131670 -0.595036 -0.0268 -0.1250 -0.0542
C -0.203701 3.904392 1.035142 -0.6879 0.3047 0.3335
C -3.785961 -1.505055 -0.650054 -0.0730 0.0200 0.0480
C 4.804873 -1.081605 1.100364 -0.0055 -0.0612 0.0256
H 0.391342 4.682980 1.470978 0.1643 0.0485 0.0072
C 4.778901 1.308449 0.956354 -0.0033 0.0756 0.0912
H 0.766869 -3.356649 0.208528 -0.0015 0.1543 0.1749
H 1.618004 -2.584278 1.572508 -0.1696 0.0459 -0.0840
H -2.661453 1.967576 0.123066 -0.1617 -0.1638 -0.0936
C -0.504069 2.116904 -0.150166 -1.2499 0.0130 0.3131
C -2.689854 -1.217563 1.591255 0.0586 -0.1953 0.3491
C 1.706944 -0.239715 -2.001573 -0.2460 -0.1791 -0.1934
```
Positions in Å, forces in eV/Å.

Entry 3:
A molecular structure, C24H31AsBBrN8Pd. Source: the OMol25 dataset; level of theory: the ωB97M-V functional and the def2-TZVPD basis.

Output
Spin multiplicity: 2
M: 703.63 g mol⁻¹
HOMO level (spin up / spin down): -16.252 / -16.252 eV
Energy above the lowest of the compared OMol25 structures with the same formula, charge and spin: 0.0 kJ/mol
E: -172319.920 eV
Net charge: +3

```
67
Properties=species:S:1:pos:R:3:forces:R:3
N 0.717073 -0.516287 1.164913 -0.0690 -0.6482 -0.3853
C 0.049556 2.572105 2.639898 -0.2497 -0.5867 -0.2495
H -1.605407 1.100669 -2.736831 0.1337 -0.0703 0.0489
H 0.907926 -0.278817 5.644841 -0.0162 -0.0491 0.0300
H -0.192640 2.940777 3.637601 0.1702 0.0457 0.0272
H 2.262710 2.393564 4.875052 0.0829 -0.0128 0.0371
N 2.092129 -3.363319 -0.801319 -0.0459 0.1111 0.2144
C 2.663320 -1.203965 -2.799233 -0.0111 -0.0504 -0.1242
C 1.922574 -4.289625 -1.793817 -0.1135 -0.1300 0.1441
N 1.520974 -1.477341 0.866319 -0.4070 -0.0714 0.7495
C -0.602916 4.133218 -3.826992 0.0323 0.0030 0.1088
H 2.646133 -2.969656 1.904649 0.0159 0.0736 -0.1433
H 4.385598 -5.375535 0.028381 -0.0081 0.0134 0.0221
C 3.007053 0.018413 -3.350588 -0.0123 0.0503 -0.0231
H 3.020740 0.781517 4.811529 0.0477 0.0676 -0.0106
C 3.005476 1.725885 1.760655 0.2746 -0.4360 0.0624
C 0.163136 4.567993 -2.703161 -0.2212 -0.0573 0.0000
H 4.196735 2.668468 3.330096 0.0328 0.0033 -0.0272
C -1.109507 2.063533 -2.738413 -0.0854 0.1948 0.1546
N -0.846589 -1.044235 -1.060373 -0.6490 -0.0331 -0.1823
H 2.659740 2.028232 -2.455599 -0.0960 -0.0055 -0.0098
H 3.665171 0.856702 1.700868 -0.0079 0.0040 -0.0183
H -1.111609 1.507583 1.029312 -0.0719 0.2024 -0.0302
C 1.021398 0.800891 5.710841 0.0251 0.1081 -0.0959
C 3.562095 -4.870581 -0.451329 0.1234 0.0300 -0.2002
H 1.156093 -4.193668 -2.546590 0.0057 0.0750 0.0050
Pd 0.178731 0.902978 -0.435892 -0.2039 1.4900 0.6211
H -1.684819 1.277450 2.662218 -0.2591 0.0629 -0.0806
H -1.841760 2.560974 -4.682622 0.0339 0.0442 -0.0373
H 2.827372 -2.198428 -3.181534 0.0689 -0.0265 0.1069
C 1.386784 -1.562548 3.098385 -0.0278 -0.4351 -0.6376
H -2.919728 -0.704181 -1.037262 0.0202 0.0238 -0.0120
H -3.095538 -3.403667 -0.652725 0.0022 -0.0081 -0.0146
H 3.069410 3.780922 2.550519 0.0118 0.0226 -0.0797
N 2.002180 0.340016 -1.375258 -0.2905 0.7558 -0.3287
H -0.497586 -4.223344 -0.585073 0.0025 0.0016 -0.0189
H 0.851475 4.101034 -0.766816 0.0872 -0.1207 -0.0183
B 1.428218 -2.043194 -0.669598 -0.2581 -0.2956 -1.2300
H 3.530114 0.198164 -4.273481 0.0062 -0.0454 -0.0017
C -0.903190 -3.234807 -0.724778 -0.0206 0.0106 0.0835
H 0.044984 1.264241 5.553954 0.0133 0.0281 0.0367
Br -0.777032 5.235101 -5.249497 -0.0178 0.1287 -0.1785
C -1.249400 2.026417 1.999307 0.6065 -0.1374 0.4032
H 1.325738 1.030271 6.730822 0.0103 0.0017 0.0000
N -0.092401 -2.163410 -0.922170 0.2757 0.1377 0.2227
H 1.464270 -1.884684 4.122588 0.0802 0.0471 0.0535
H 2.631321 1.916337 0.763961 -0.1659 0.0479 -0.2333
H 0.511980 3.377715 2.070932 -0.0401 0.0261 -0.0333
H 4.520093 3.235185 1.701386 -0.0258 0.0263 -0.0214
H 3.026343 -6.135940 -2.219366 -0.1224 -0.0902 0.0875
C -2.207286 -2.804876 -0.753649 -0.0175 -0.0583 0.0522
H -0.296345 -0.022911 3.014426 -0.6646 -1.0192 -0.2754
C -1.251636 2.869603 -3.830025 -0.0081 0.1068 0.1353
H 0.631133 5.543432 -2.714124 -0.0096 0.0023 -0.0692
C 0.562804 -0.516236 2.561614 0.8875 1.2227 0.2449
N 2.041497 -0.994419 -1.631514 0.0197 0.2293 0.5359
C 2.078547 1.325197 4.738030 -0.4309 -0.3012 -0.0738
H -1.995597 2.805191 1.859761 0.1181 0.1092 -0.0283
C 3.727712 2.927002 2.381915 -0.1025 -0.0843 0.1657
C 2.553824 0.954914 -2.438421 0.2478 -0.1574 0.2460
C 1.975035 -2.127645 2.005345 -0.1293 -0.2295 0.3363
C 0.285560 3.745237 -1.619686 -0.0254 -0.0486 0.3885
N 3.136214 -3.711366 0.008950 -0.1356 -0.1835 -0.1448
C 2.838016 -5.279563 -1.595773 0.3322 0.1099 0.0040
C -0.304949 2.462069 -1.630855 0.5743 -1.7972 -0.8060
As 1.506580 1.241079 2.880676 0.4767 1.7697 0.6629
C -2.118765 -1.422055 -0.948938 0.2004 -0.1981 -0.1678
```
Positions in Å, forces in eV/Å.

Question: Which value of E does entry 1 give?
Answer: -112890.321 eV

Question: What is the M in the second record?
Answer: 406.44 g mol⁻¹